No. 1
Formula: C3H8FNP
Source: the OMol25 dataset
Level of theory: wB97M-V/def2-TZVPD

Geometry as ORCA input:
```
! wB97M-V def2-TZVPD RIJCOSX def2/J DEFGRID3
* xyz 1 1
C 0.12029 -0.77668 -0.67482
C 1.09752 -0.65427 0.45995
C -1.13070 0.08996 -0.45654
N 2.04726 0.57683 0.44041
F -0.76220 1.31695 0.10353
P -2.66698 -0.45555 0.31201
H 0.54070 -0.35823 -1.55359
H -0.11009 -1.77033 -0.82964
H 0.48087 -0.51343 1.36253
H 1.57354 1.41932 0.75900
H 2.50286 0.81025 -0.50550
H 2.95811 0.42683 0.95864
H -3.30287 -0.84573 -0.83919
H -3.34830 0.73409 0.46320
*
```

- HOMO-LUMO gap (alpha / beta): 9.67 / 6.22 eV
- E_HOMO (alpha / beta): -13.98 / -11.96 eV

Results of the Mulliken charge analysis, in e, for atoms 1 through 5:
1. C -0.46
2. C -0.38
3. C 0.13
4. N -0.38
5. F -0.26

---

No. 2
Formula: C3H8I2N2
Source: the OMol25 dataset
Level of theory: wB97M-V/def2-TZVPD

Geometry as ORCA input:
```
! wB97M-V def2-TZVPD RIJCOSX def2/J DEFGRID3
* xyz 0 1
C 0.16716 -1.27139 0.56668
C -0.52924 -0.09683 -0.06089
C 0.50188 1.02442 -0.44250
N 0.49535 2.16989 0.45045
N 0.85682 1.48432 2.15111
I 2.67293 2.22435 2.76702
I -0.88565 1.98379 3.08055
H -0.79423 -1.81291 0.76936
H 0.73620 -1.79299 -0.24295
H 0.51013 -1.23673 1.62364
H -1.07954 0.52862 0.72452
H -1.14925 -0.29271 -0.96323
H 1.52099 0.69941 -0.53331
H 0.17517 1.53112 -1.36738
H 1.28958 2.66357 0.31403
*
```

- HOMO-LUMO gap: 7.65 eV
- E_HOMO: -8.73 eV

Results of the Mulliken charge analysis, in e, for atoms 1 through 5:
1. C -0.98
2. C -0.24
3. C -0.45
4. N -0.37
5. N -0.53

---

No. 3
Formula: C3H8INOP2
Source: the OMol25 dataset
Level of theory: wB97M-V/def2-TZVPD

Geometry as ORCA input:
```
! wB97M-V def2-TZVPD RIJCOSX def2/J DEFGRID3
* xyz 0 1
C 0.46026 2.24792 0.15843
C 0.22777 1.07612 1.11575
N -0.71027 0.27061 1.10261
P -1.87241 0.12567 -0.05351
H 1.48949 2.17502 -0.31289
H -0.25557 2.11075 -0.68827
H 0.24447 3.26186 0.59662
H 1.09104 0.82445 1.84333
H -2.60740 1.16887 0.36662
H -2.44659 -0.84288 0.81911
O 1.73329 -0.68638 -0.61465
C 1.07751 -1.61381 -0.33047
P -0.34335 -2.10172 -1.33354
I 1.50218 -2.85855 1.32988
H 0.20153 -1.77170 -2.56946
H 0.20804 -3.38625 -1.42954
*
```

- HOMO-LUMO gap: 8.87 eV
- E_HOMO: -8.60 eV

Results of the Mulliken charge analysis, in e, for atoms 1 through 5:
1. C -0.89
2. C 0.14
3. N -0.33
4. P -0.21
5. H 0.25

---

No. 4
Formula: C3H8N
Source: the OMol25 dataset
Level of theory: wB97M-V/def2-TZVPD

Geometry as ORCA input:
```
! wB97M-V def2-TZVPD RIJCOSX def2/J DEFGRID3
* xyz 0 2
C 2.40752 0.30571 1.48747
C 2.29107 -0.74642 0.43743
C 2.04705 -0.41027 -0.89865
N 1.90181 0.83578 -1.27026
H 1.97201 -0.02447 2.43006
H 1.87595 1.17635 1.11007
H 3.44882 0.56608 1.68209
H 2.45134 -1.79134 0.66782
H 1.95234 -1.22574 -1.61731
H 1.78240 0.89875 -2.27220
H -33.51858 -0.17801 -0.16876
H -33.71774 -0.10841 0.56592
*
```

- HOMO-LUMO gap (alpha / beta): 9.56 / 9.37 eV
- E_HOMO (alpha / beta): -8.38 / -9.95 eV
- <S²>: 0.777

Results of the Mulliken charge analysis, in e, for atoms 1 through 5:
1. C -0.89
2. C -0.30
3. C 0.00
4. N -0.60
5. H 0.30

---

No. 5
Formula: C3H8N
Source: the OMol25 dataset
Level of theory: wB97M-V/def2-TZVPD

Geometry as ORCA input:
```
! wB97M-V def2-TZVPD RIJCOSX def2/J DEFGRID3
* xyz 1 1
C 3.92608 -4.65645 -2.02773
C 4.07061 -4.59011 -0.57167
C 4.76915 -3.50518 0.04211
N 5.23078 -2.55929 -0.67907
H 2.88833 -4.79190 -2.34297
H 4.26827 -3.70569 -2.41732
H 4.52219 -5.47355 -2.45283
H 3.65955 -5.39243 0.03555
H 4.83683 -3.50239 1.12992
H 5.69302 -1.82101 -0.13155
H -21.97843 19.63639 4.70946
H -21.88637 20.36162 4.70611
*
```

- HOMO-LUMO gap: 6.62 eV
- E_HOMO: -14.95 eV

Results of the Mulliken charge analysis, in e, for atoms 1 through 5:
1. C -0.91
2. C 0.16
3. C -0.01
4. N -0.36
5. H 0.36

---

No. 6
Formula: C3H8N
Source: the OMol25 dataset
Level of theory: wB97M-V/def2-TZVPD

Geometry as ORCA input:
```
! wB97M-V def2-TZVPD RIJCOSX def2/J DEFGRID3
* xyz 1 1
C -1.09202 0.90254 0.37254
C -0.03249 0.21016 0.00067
C 1.33802 0.20805 0.59491
N -0.28010 -1.00227 -0.84966
H -2.13713 0.64001 0.46612
H -0.82982 1.83929 0.83420
H 1.53892 1.17085 1.04728
H 1.40430 -0.52527 1.40053
H 2.09794 -0.09682 -0.12780
H 0.30103 -1.79976 -0.57207
H -0.12480 -0.93422 -1.86215
H -1.25303 -1.31631 -0.77261
*
```

- HOMO-LUMO gap: 11.14 eV
- E_HOMO: -15.00 eV

Results of the Mulliken charge analysis, in e, for atoms 1 through 5:
1. C -0.77
2. C 0.62
3. C -1.25
4. N -0.36
5. H 0.28

---

No. 7
Formula: C3H8N2
Source: the OMol25 dataset
Level of theory: wB97M-V/def2-TZVPD

Geometry as ORCA input:
```
! wB97M-V def2-TZVPD RIJCOSX def2/J DEFGRID3
* xyz 0 1
C 1.03143 -1.24365 1.10579
C -0.10003 -1.12975 0.05506
C -0.58924 0.29229 -0.09164
N -0.31534 0.87121 -1.20737
N -0.85049 2.12797 -1.36628
H 1.29133 -2.27548 1.37395
H 0.75250 -0.71942 2.05770
H 1.89865 -0.75794 0.63235
H 0.28548 -1.45480 -0.93713
H -1.03399 -1.75535 0.30097
H -1.25497 0.79050 0.70556
H -0.82814 2.68912 -0.50293
H -0.28719 2.56532 -2.12604
*
```

- HOMO-LUMO gap: 10.01 eV
- E_HOMO: -8.80 eV

Results of the Mulliken charge analysis, in e, for atoms 1 through 5:
1. C -1.00
2. C -0.29
3. C -0.15
4. N -0.21
5. N -0.52

---

No. 8
Formula: C3H8N2
Source: the OMol25 dataset
Level of theory: wB97M-V/def2-TZVPD

Geometry as ORCA input:
```
! wB97M-V def2-TZVPD RIJCOSX def2/J DEFGRID3
* xyz 0 1
C -0.09014 0.38869 -1.91240
C -0.11172 0.30853 -0.46029
N -1.26178 -0.29254 0.14406
N -0.01340 -1.01639 0.36584
C 0.62788 -0.63520 1.70839
H -0.57124 1.38917 -2.15077
H -0.69771 -0.40406 -2.30284
H 0.78932 0.60482 -2.53324
H 0.50832 0.99802 0.17860
H -1.53901 0.18634 0.97829
H 0.10905 0.25578 2.05232
H 0.54944 -1.43930 2.43199
H 1.70099 -0.34386 1.50004
*
```

- HOMO-LUMO gap: 10.09 eV
- E_HOMO: -8.99 eV

Results of the Mulliken charge analysis, in e, for atoms 1 through 5:
1. C -1.22
2. C 0.48
3. N -0.53
4. N -0.29
5. C -0.78

---

No. 9
Formula: C3H8N2
Source: the OMol25 dataset
Level of theory: wB97M-V/def2-TZVPD

Geometry as ORCA input:
```
! wB97M-V def2-TZVPD RIJCOSX def2/J DEFGRID3
* xyz 0 1
H 2.53657 0.71767 -2.37380
N 2.36179 1.55731 -2.01414
C 2.45189 1.46257 -0.74947
N 1.96773 2.49552 0.07360
H 2.97654 0.58086 -0.44658
H 1.13584 2.97181 -0.28707
H 2.14232 2.36368 1.00339
C -2.48857 -2.41043 0.21851
C -2.78909 -1.59646 1.23606
H -1.48648 -2.27129 -0.27121
H -3.04387 -3.29407 0.14571
H -2.13834 -0.76852 1.59612
H -3.62635 -1.80864 1.86888
*
```

- HOMO-LUMO gap: 10.14 eV
- E_HOMO: -9.33 eV

Results of the Mulliken charge analysis, in e, for atoms 1 through 5:
1. H 0.25
2. N -0.64
3. C 0.08
4. N -0.47
5. H 0.32

---

No. 10
Formula: C3H8N2
Source: the OMol25 dataset
Level of theory: wB97M-V/def2-TZVPD

Geometry as ORCA input:
```
! wB97M-V def2-TZVPD RIJCOSX def2/J DEFGRID3
* xyz 0 1
H -0.36680 -0.58822 -1.99639
N -0.35888 -1.23442 -1.21034
C -0.25256 -0.62894 -0.05035
N -1.26233 -0.81913 0.92315
C 1.01555 -0.11740 0.51141
C 0.39259 1.30126 -0.34365
H -1.03233 -1.51532 1.61858
H -2.17094 -1.00796 0.52148
H 1.91980 -0.41774 -0.01114
H 1.02998 0.00563 1.59207
H -0.62930 1.65327 -0.48379
H 0.83577 2.10172 0.24390
H 0.87946 1.26724 -1.31494
*
```

- HOMO-LUMO gap: 8.68 eV
- E_HOMO: -7.71 eV

Results of the Mulliken charge analysis, in e, for atoms 1 through 5:
1. H 0.20
2. N -0.71
3. C 0.51
4. N -0.54
5. C -0.54

---

No. 11
Formula: C3H8N2
Source: the OMol25 dataset
Level of theory: wB97M-V/def2-TZVPD

Geometry as ORCA input:
```
! wB97M-V def2-TZVPD RIJCOSX def2/J DEFGRID3
* xyz 0 1
C 1.45734 -2.48932 0.07127
C 1.31251 -1.58321 1.03895
N 0.17220 -0.75328 1.07409
H 0.79275 -2.58778 -0.77971
H 2.35107 -3.06765 -0.13188
H 2.03471 -1.37297 1.81379
H -0.53885 -1.13584 0.47562
H -0.30620 -0.67666 1.96274
C -1.08936 2.76328 -0.95098
N -2.11281 2.21056 -1.41393
H -0.29176 2.11868 -0.59070
H -0.84953 3.83426 -0.87049
H -2.93207 2.73992 -1.69879
*
```

- HOMO-LUMO gap: 9.70 eV
- E_HOMO: -8.52 eV

Results of the Mulliken charge analysis, in e, for atoms 1 through 5:
1. C -0.84
2. C 0.13
3. N -0.51
4. H 0.22
5. H 0.24

---

No. 12
Formula: C3H8N2
Source: the OMol25 dataset
Level of theory: wB97M-V/def2-TZVPD

Geometry as ORCA input:
```
! wB97M-V def2-TZVPD RIJCOSX def2/J DEFGRID3
* xyz 0 1
C -1.12199 -1.64638 0.79521
N 0.09264 -1.08679 1.36821
C 0.64734 -0.07141 0.78843
N 0.24363 0.46950 -0.38955
C 0.81991 1.57797 -1.05644
H -1.01585 -2.17467 -0.20117
H -1.92875 -0.84207 0.61109
H -1.54109 -2.32018 1.53159
H 1.59635 0.36112 1.16490
H -0.59438 0.11884 -0.73062
H 0.40345 1.42920 -2.14234
H 1.96723 1.53952 -1.02945
H 0.43152 2.64536 -0.70985
*
```

- HOMO-LUMO gap: 9.52 eV
- E_HOMO: -8.61 eV

Results of the Mulliken charge analysis, in e, for atoms 1 through 5:
1. C -0.80
2. N -0.54
3. C 0.19
4. N -0.16
5. C -0.75

---

No. 13
Formula: C3H8N2
Source: the OMol25 dataset
Level of theory: wB97M-V/def2-TZVPD

Geometry as ORCA input:
```
! wB97M-V def2-TZVPD RIJCOSX def2/J DEFGRID3
* xyz 0 1
C 1.54487 0.17232 0.86696
C 0.30211 0.08496 0.02991
C -0.54545 -1.12355 0.09055
N -0.03945 1.09169 -0.66009
N -1.23420 0.98484 -1.34856
H 2.04915 1.06219 0.36922
H 1.42190 0.31472 1.99089
H 2.25825 -0.79921 0.88329
H -1.10907 -1.26094 -0.91557
H -1.28993 -1.10652 0.95504
H 0.03636 -2.07175 0.28334
H -1.34393 1.90799 -1.85298
H -2.05059 0.74326 -0.69199
*
```

- HOMO-LUMO gap: 9.68 eV
- E_HOMO: -8.61 eV

Results of the Mulliken charge analysis, in e, for atoms 1 through 5:
1. C -0.94
2. C 0.95
3. C -1.28
4. N -0.39
5. N -0.57

---

No. 14
Formula: C3H8N2
Source: the OMol25 dataset
Level of theory: wB97M-V/def2-TZVPD

Geometry as ORCA input:
```
! wB97M-V def2-TZVPD RIJCOSX def2/J DEFGRID3
* xyz 1 2
C 3.30033 0.56270 -0.03361
C 2.65774 -0.19183 0.85901
H 4.22940 1.05113 0.26123
H 2.80839 1.08088 -0.84745
H 3.14734 -0.75822 1.63792
H 1.56751 -0.23165 0.78270
N -2.11001 0.07101 0.85235
C -1.82475 0.13883 -0.43557
N -2.10637 -0.67032 -1.40657
H -2.57694 -0.75606 1.21133
H -2.15273 0.92886 1.39091
H -1.01618 0.87904 -0.59477
H -1.27952 -0.84815 -1.99544
*
```

- HOMO-LUMO gap (alpha / beta): 7.78 / 3.97 eV
- E_HOMO (alpha / beta): -12.82 / -12.82 eV
- <S²>: 0.759

Results of the Mulliken charge analysis, in e, for atoms 1 through 5:
1. C -0.43
2. C -0.25
3. H 0.23
4. H 0.21
5. H 0.26

---

No. 15
Formula: C3H8N2O
Source: the OMol25 dataset
Level of theory: wB97M-V/def2-TZVPD

Geometry as ORCA input:
```
! wB97M-V def2-TZVPD RIJCOSX def2/J DEFGRID3
* xyz 0 1
C -1.53699 -0.22890 0.83202
C -2.07682 -0.01353 -0.37067
N -1.84681 1.11525 -1.13627
H -1.27300 0.57473 1.51248
H -1.52885 -1.19789 1.30456
H -2.69483 -0.78609 -0.80971
H -2.04755 1.02086 -2.11994
H -0.92909 1.52609 -1.06442
N 1.82486 -0.69671 0.77008
C 2.57897 -0.14098 -0.24279
O 2.53521 0.99215 -0.65070
H 2.41835 -1.28407 1.34512
H 1.24591 -0.02142 1.25190
H 3.33065 -0.85948 -0.62166
*
```

- HOMO-LUMO gap: 9.16 eV
- E_HOMO: -8.20 eV

Results of the Mulliken charge analysis, in e, for atoms 1 through 5:
1. C -0.98
2. C 0.13
3. N -0.55
4. H 0.35
5. H 0.24

---

No. 16
Formula: C3H8N2O
Source: the OMol25 dataset
Level of theory: wB97M-V/def2-TZVPD

Geometry as ORCA input:
```
! wB97M-V def2-TZVPD RIJCOSX def2/J DEFGRID3
* xyz 0 1
C -1.03467 -1.12406 2.28287
N -0.18184 -0.68573 1.20652
C 0.64124 -1.17369 0.47488
O 1.45821 -1.53195 -0.29103
H -0.88740 -0.47485 3.14946
H -2.08014 -1.05185 1.97190
H -0.81975 -2.15656 2.57252
C 0.21255 1.01533 -2.13331
N 0.64230 1.71947 -0.92993
H 0.53818 -0.03446 -2.20598
H 0.58713 1.54455 -3.01594
H -0.88092 1.03264 -2.18660
H 1.63645 1.57688 -0.78056
H 0.16867 1.34429 -0.11480
*
```

- HOMO-LUMO gap: 9.59 eV
- E_HOMO: -9.02 eV

Results of the Mulliken charge analysis, in e, for atoms 1 through 5:
1. C -0.74
2. N -0.33
3. C 0.68
4. O -0.48
5. H 0.26

---

No. 17
Formula: C3H8N2O
Source: the OMol25 dataset
Level of theory: wB97M-V/def2-TZVPD

Geometry as ORCA input:
```
! wB97M-V def2-TZVPD RIJCOSX def2/J DEFGRID3
* xyz 0 1
C -0.74633 1.40143 1.75806
C 1.45966 -2.12060 -0.88232
C -0.97742 0.59982 -1.01692
N 0.19570 0.92712 0.97058
N 0.27867 0.45289 -0.21374
O 1.70495 -2.47394 0.25814
H -1.71926 1.49644 1.41603
H -0.48264 1.46014 2.83367
H 0.48415 -2.42513 -1.29396
H 2.36146 -1.56704 -1.45750
H -1.42259 -0.49965 -1.20774
H -1.71245 1.25625 -0.60236
H -0.56692 0.75629 -2.07457
H 1.14303 0.73600 1.51265
*
```

- HOMO-LUMO gap: 8.65 eV
- E_HOMO: -7.73 eV

Results of the Mulliken charge analysis, in e, for atoms 1 through 5:
1. C -0.30
2. C -0.06
3. C -0.77
4. N 0.10
5. N -0.55